Density functional theory data (the ωB97M-V functional and the def2-TZVPD basis) for 2 unconnected molecules or ions with the total composition C31H56Cl4N3O3P.

As for the LUMO energy: 0.6 eV. The spin multiplicity is 1. As for the SMILES: [H]/N=C\C[C@H](OCN(C(C)=O)C(C)=O)[C@](CCCCCCCCC)([C@@H](Cl)[C@H](C)Cl)N(CCCC#C)P(C)CC.ClCCCl. For the total energy, the calculation gives -3786.768547 Eh. The energy above the lowest of the compared OMol25 structures with the same formula, charge and spin comes out at 0.0 kcal/mol.

Geometry as XYZ:
```
98
Properties=species:S:1:pos:R:3:forces:R:3:lowdin_charge:R:1
H 0.1858 5.6522 1.6772 0.0 0.0 0.0 0.03
N -0.8320 5.6688 1.5666 0.0 0.0 -0.2 0.12
C -1.1966 4.9060 0.6235 0.0 0.0 0.1 -0.23
C -0.2994 4.0185 -0.2103 0.2 0.2 -0.1 -0.11
C -0.1568 2.5867 0.3772 0.0 0.0 0.2 -0.26
O 0.9738 2.6004 1.2412 -0.1 0.0 -0.1 -0.12
C 0.6521 2.6631 2.6204 0.0 0.2 0.1 -0.18
N 1.7922 3.2382 3.3314 -0.3 -0.5 0.1 0.03
C 1.5562 4.6331 3.6834 0.1 -0.3 -0.1 -0.46
C 0.5781 4.9306 4.7841 -0.1 0.1 0.0 0.02
O 2.1125 5.4855 3.0604 0.2 0.4 -0.3 0.13
C 2.2313 2.4345 4.4537 0.2 0.4 -0.3 -0.46
C 3.7128 2.2500 4.5287 0.2 0.1 0.3 0.02
O 1.4563 1.9622 5.2332 -0.3 -0.4 0.2 0.13
C -0.1291 1.3169 -0.6227 0.1 -0.2 -0.1 -0.34
C -0.4632 1.7584 -2.0816 0.0 0.2 0.0 -0.14
C -0.3016 0.7923 -3.2596 0.0 0.1 -0.3 -0.19
C -1.1662 -0.4590 -3.4007 0.2 -0.1 -0.4 -0.21
C -2.6011 -0.1999 -3.8639 0.0 0.0 -0.3 -0.21
C -3.4978 -1.4039 -3.5974 -0.1 -0.4 -0.2 -0.20
C -3.7826 -1.6537 -2.1135 -0.1 -0.3 -0.6 -0.29
C -3.9765 -3.1320 -1.7103 -0.1 -0.1 0.0 -0.19
C -3.2682 -3.5230 -0.3932 -0.1 0.1 0.0 -0.26
C -4.1961 -3.4961 0.8363 0.1 -0.1 0.1 -0.15
C -1.2419 0.3361 -0.1364 0.1 -0.2 -0.1 -0.57
Cl -1.0151 -0.0673 1.6026 -0.2 0.2 0.1 0.75
C -2.7068 0.7016 -0.4473 -0.2 0.3 0.0 -0.67
C -3.2342 2.1020 -0.1900 0.0 0.1 0.3 -0.11
Cl -3.8301 -0.4311 0.3833 0.1 0.8 1.3 0.76
N 1.1900 0.6255 -0.5547 -0.3 0.2 -0.4 -0.23
C 1.3144 -0.8309 -0.3793 0.2 -0.2 0.2 -0.26
C 1.4307 -1.7596 -1.6126 -0.2 -0.1 0.0 -0.19
C 2.6189 -2.7281 -1.5525 0.0 -0.2 -0.1 -0.20
C 2.7607 -3.4489 -0.2803 -0.2 0.9 -1.5 -0.14
C 2.8874 -4.0284 0.7464 0.4 -1.0 1.4 0.10
P 2.5795 1.1796 -1.4865 0.0 -0.1 0.1 0.97
C 2.7613 2.9814 -1.2274 0.1 0.2 -0.1 -0.27
C 3.9386 0.6694 -0.3423 0.0 0.0 0.2 -0.40
C 3.7789 0.9962 1.1427 -0.1 -0.1 0.0 -0.15
H -2.2664 4.8962 0.3881 0.1 -0.1 0.1 0.10
H -0.6488 4.0346 -1.2413 -0.1 0.0 0.1 0.10
H 0.6857 4.4910 -0.1965 0.0 -0.2 -0.1 0.11
H -1.0197 2.4248 1.0242 -0.1 0.0 -0.2 0.09
H -0.2351 3.2942 2.7428 0.0 -0.1 0.1 0.12
H 0.4326 1.6696 3.0193 0.1 0.1 0.0 0.10
H -0.4133 4.5598 4.5110 0.1 0.0 0.0 0.09
H 0.5260 6.0112 4.9115 0.0 -0.1 0.1 0.09
H 0.8598 4.4282 5.7109 0.0 0.1 -0.1 0.09
H 4.2313 3.1828 4.2931 -0.1 -0.1 0.0 0.10
H 3.9885 1.8954 5.5234 0.0 0.0 -0.1 0.09
H 4.0156 1.5142 3.7808 -0.1 0.1 0.0 0.07
H -1.4602 2.2112 -2.1450 0.2 -0.1 0.2 0.10
H 0.2211 2.5836 -2.3053 -0.1 -0.1 0.0 0.09
H 0.7555 0.5474 -3.3712 -0.1 -0.1 0.1 0.05
H -0.5384 1.3965 -4.1495 0.1 0.0 0.1 0.12
H -1.1503 -1.1076 -2.5246 0.0 0.1 0.1 0.08
H -0.6899 -1.0533 -4.1938 -0.1 -0.1 0.2 0.12
H -2.5739 -0.0336 -4.9490 0.0 0.1 0.2 0.12
H -3.0074 0.7282 -3.4388 0.0 -0.1 0.1 0.11
H -4.4393 -1.3047 -4.1493 0.1 0.0 0.0 0.11
H -2.9944 -2.2856 -4.0208 0.0 0.1 0.0 0.11
H -2.9636 -1.2507 -1.5087 -0.2 -0.7 -0.7 0.01
H -4.6802 -1.0886 -1.8362 0.3 0.0 -0.1 0.09
H -5.0472 -3.3331 -1.5898 0.1 -0.1 -0.1 0.11
H -3.6430 -3.7852 -2.5257 0.1 0.1 0.1 0.10
H -2.8132 -4.5123 -0.4879 -0.1 0.0 0.0 0.08
H -2.4427 -2.8239 -0.2150 0.0 -0.1 -0.1 0.08
H -4.5204 -4.5018 1.1196 -0.1 0.1 -0.1 0.07
H -3.6948 -3.0591 1.7035 0.0 -0.1 0.0 0.06
H -5.0877 -2.8931 0.6421 0.1 -0.1 0.0 0.05
H -1.0815 -0.6060 -0.6640 0.0 0.0 0.3 0.07
H -2.8529 0.4312 -1.4979 0.1 0.5 0.3 0.06
H -4.2754 2.1448 -0.5157 0.1 0.0 0.0 0.09
H -2.6738 2.8590 -0.7350 0.0 0.0 0.0 0.06
H -3.2187 2.3475 0.8756 0.0 0.0 -0.1 0.09
H 0.5125 -1.2115 0.2424 0.1 0.1 0.0 0.05
H 2.1995 -1.0001 0.2444 -0.1 0.1 -0.1 0.09
H 1.5213 -1.2061 -2.5449 0.0 0.1 0.0 0.08
H 0.5244 -2.3671 -1.6936 0.0 0.1 0.0 0.11
H 2.4950 -3.4711 -2.3505 0.1 0.1 0.1 0.12
H 3.5554 -2.2014 -1.7676 -0.1 0.0 0.1 0.11
H 3.1016 -4.5986 1.6247 -0.2 0.2 -0.1 0.03
H 3.7925 3.1656 -1.5552 -0.2 0.0 0.0 0.05
H 2.1137 3.5598 -1.8870 0.0 0.0 0.0 0.03
H 2.6598 3.3231 -0.2011 -0.1 0.0 0.1 0.03
H 4.0925 -0.4059 -0.4645 0.2 0.1 -0.1 0.05
H 4.8166 1.1823 -0.7490 0.0 -0.2 0.0 0.07
H 2.8274 0.6129 1.5267 0.1 0.1 -0.1 0.06
H 3.7794 2.0708 1.3305 0.0 0.0 0.0 0.06
H 4.5867 0.5282 1.7171 0.0 0.1 -0.1 0.07
Cl 2.4454 -8.8308 -0.9638 0.0 0.0 0.0 0.54
C 1.9518 -7.6958 0.3196 0.1 0.0 0.0 -0.67
C 0.4543 -7.6032 0.4594 0.0 0.0 0.1 -0.66
Cl -0.3108 -6.8173 -0.9463 0.0 0.0 0.0 0.53
H 2.3857 -6.7259 0.0886 0.0 0.0 0.0 0.04
H 2.3781 -8.0654 1.2511 0.0 0.0 0.0 0.07
H 0.2132 -6.9966 1.3309 0.0 0.0 0.0 0.07
H 0.0036 -8.5855 0.5735 0.0 0.0 0.0 0.07
```
Forces are in eV/Å.

---

Density functional theory data (the ωB97M-V functional and the def2-TZVPD basis) for a molecular structure, C31H57KN8O4SSb2.

As for the LUMO energy: -4.8 eV. The spin multiplicity is 1. Its net charge is +2. For the total energy, the calculation gives -3432.523546 Eh. The energy above the lowest of the compared OMol25 structures with the same formula, charge and spin comes out at 26.3 kcal/mol.

Geometry as XYZ:
```
104
Properties=species:S:1:pos:R:3:forces:R:3:lowdin_charge:R:1
K 0.1889 0.3721 -0.6357 0.0 -0.2 0.6 0.51
N -1.3741 4.7827 3.2601 -0.1 0.2 -0.3 0.23
C -0.4010 3.7182 2.7811 -0.1 0.0 -0.1 -0.26
C 0.2161 2.9863 3.9704 0.0 0.0 0.0 -0.09
C 0.6536 1.5765 3.5707 0.0 0.0 0.0 -0.36
N 1.5785 1.6414 2.4257 0.0 0.1 0.0 0.08
C -0.5711 0.7458 3.1904 -0.1 0.0 0.0 -0.10
C -1.6496 1.5218 2.4093 0.0 0.0 0.0 -0.37
N -2.1462 0.6859 1.3176 0.0 0.1 -0.1 0.04
C -1.1079 2.8038 1.7872 0.2 0.0 -0.1 -0.12
H -0.9476 5.3995 3.9544 0.0 0.0 0.0 0.18
H -2.2072 4.3670 3.6805 0.0 0.0 0.0 0.17
H -1.6519 5.3599 2.4396 0.2 -0.1 0.2 0.12
H 0.3531 4.3006 2.2663 0.1 0.0 -0.1 0.13
H -0.5067 2.8974 4.7879 0.0 0.0 0.0 0.14
H 1.0647 3.5527 4.3603 0.0 0.0 0.0 0.13
H 1.1224 1.1203 4.4481 0.0 0.0 0.0 0.15
H 1.9270 0.7111 2.2152 0.0 0.0 0.0 0.07
H 2.4027 2.1851 2.6655 0.0 0.0 0.0 0.10
H -1.0119 0.3264 4.0966 0.0 0.0 0.0 0.13
H -0.2457 -0.1101 2.5922 0.0 0.1 0.0 0.09
H -2.4531 1.7807 3.1168 0.0 0.0 0.0 0.15
H -2.9218 1.1383 0.8431 0.0 0.0 0.0 0.10
H -2.4940 -0.2026 1.6646 0.0 0.0 0.0 0.04
H -1.8883 3.3415 1.2451 -0.1 0.0 0.0 0.11
H -0.3642 2.5347 1.0365 -0.1 0.0 0.0 0.08
C -4.0148 -1.3749 -2.5366 0.0 -0.1 0.0 -0.32
Sb -1.9743 -1.8333 -2.0900 -0.1 0.0 -0.2 1.30
C -1.2516 -1.4746 -4.0832 0.0 -0.1 0.0 -0.32
C -2.1210 -3.9785 -2.2092 0.0 0.0 0.0 -0.31
C -0.7941 -4.6362 -1.9700 0.0 0.0 0.0 -0.29
C 0.1165 -4.6952 -3.0295 0.0 0.0 0.0 -0.06
C 1.3580 -5.2873 -2.8928 0.0 0.0 0.0 -0.08
C 1.7212 -5.8329 -1.6682 0.0 0.0 0.0 -0.07
C 0.8215 -5.8001 -0.6199 0.0 0.0 0.0 -0.06
C -0.4444 -5.2198 -0.7446 0.0 0.0 0.0 -0.29
C -1.3734 -5.3049 0.4292 0.0 0.0 0.0 -0.34
Sb -0.8137 -4.1012 2.1578 0.0 0.0 0.1 1.34
C -2.4654 -2.7214 1.9732 0.0 0.0 -0.1 -0.36
C 0.5701 -2.8031 1.1479 0.1 0.1 -0.1 -0.36
H -4.3362 -1.9417 -3.4091 0.0 0.0 0.0 0.02
H -4.1192 -0.3117 -2.7473 0.0 0.0 0.0 0.00
H -4.6527 -1.6304 -1.6922 0.0 0.0 0.0 0.00
H -1.8567 -2.0223 -4.8051 0.0 0.0 0.0 0.02
H -0.2158 -1.7962 -4.1871 0.0 0.0 0.0 -0.02
H -1.3264 -0.4116 -4.3160 0.0 0.0 0.0 -0.01
H -2.5068 -4.2041 -3.2044 0.0 0.0 0.0 0.08
H -2.8763 -4.2858 -1.4902 0.0 0.0 0.0 0.05
H -0.1824 -4.3054 -3.9956 0.0 0.0 0.0 0.11
H 2.0223 -5.3553 -3.7443 0.0 0.0 0.0 0.10
H 2.6825 -6.3129 -1.5426 0.0 0.0 0.0 0.11
H 1.0878 -6.2693 0.3215 0.0 0.0 0.0 0.12
H -1.3914 -6.3289 0.8024 0.0 0.0 0.0 0.06
H -2.4000 -5.0420 0.1849 0.0 0.0 0.0 0.04
H -3.4014 -3.2778 2.0077 0.0 0.0 0.0 0.01
H -2.3996 -2.1890 1.0217 0.0 -0.1 0.0 -0.05
H -2.4638 -2.0116 2.8014 0.0 0.0 0.0 -0.01
H 1.5755 -3.2193 1.1604 0.0 0.0 0.0 0.01
H 0.5888 -1.8486 1.6813 0.0 0.0 0.0 -0.03
H 0.2767 -2.6442 0.1097 0.0 0.0 0.0 -0.03
C 3.9061 -2.3580 -4.2351 0.0 0.0 0.0 0.00
C 3.7141 -1.6911 -2.9188 0.0 0.0 0.1 -0.29
C 4.5322 -1.5789 -1.8172 0.0 0.0 0.0 0.03
C 3.7998 -0.8344 -0.8762 0.0 0.0 0.1 -0.35
N 2.6044 -0.5080 -1.3501 0.1 -0.1 -0.2 -0.03
N 2.5781 -1.0400 -2.5955 0.1 -0.1 -0.1 0.03
C 4.2132 -0.4218 0.4986 0.0 0.0 0.0 -0.03
H 4.9388 -2.6807 -4.3417 0.0 0.0 0.0 0.09
H 3.6772 -1.6839 -5.0613 0.0 0.0 0.0 0.09
H 3.2652 -3.2352 -4.3177 0.0 0.0 0.0 0.07
H 5.5291 -1.9704 -1.7128 0.0 0.0 0.0 0.12
H 1.7762 -0.9158 -3.1891 0.0 0.0 0.0 0.14
H 5.2710 -0.6171 0.6612 0.0 0.0 0.0 0.08
H 3.6581 -0.9779 1.2577 0.0 0.0 0.0 0.07
H 4.0455 0.6463 0.6484 0.0 0.0 0.0 0.07
C -4.3527 6.6013 0.7207 0.0 0.0 0.0 -0.10
C -3.4905 7.0734 -0.4413 0.0 0.0 0.0 -0.29
S -1.9738 6.1545 -0.5104 0.2 0.1 0.0 0.67
O -1.1829 6.4693 0.6786 -0.1 -0.2 0.1 -0.34
O -2.2662 4.7589 -0.7351 0.0 -0.1 0.0 -0.30
C -1.1718 6.8255 -1.9525 -0.1 0.1 0.0 -0.20
C 0.2340 6.3100 -2.2444 0.0 -0.1 0.0 -0.11
N 0.3133 4.8563 -2.3899 -0.2 -0.1 0.3 0.06
C 0.7741 4.0217 -1.4203 0.2 0.0 -0.2 -0.33
N 0.5326 2.7531 -1.6977 0.1 0.4 -0.5 0.03
C -0.0937 2.7508 -2.9166 -0.1 0.0 0.3 -0.03
C -0.2680 4.0304 -3.3310 0.2 0.1 -0.1 -0.14
N -0.8939 4.4888 -4.5333 -0.1 -0.1 0.1 -0.32
O -1.3084 3.6391 -5.2849 0.0 0.0 -0.1 0.13
O -0.9924 5.6952 -4.6919 0.1 0.0 -0.1 0.09
C 1.5686 4.4878 -0.2556 0.0 0.0 0.1 0.01
H -5.2870 7.1590 0.7157 0.0 0.0 0.0 0.09
H -3.8628 6.7875 1.6762 0.0 0.0 0.0 0.07
H -4.5894 5.5425 0.6291 0.0 0.0 0.0 0.08
H -3.2223 8.1267 -0.3519 0.0 0.0 0.0 0.12
H -3.9840 6.9114 -1.4001 0.0 0.0 0.0 0.12
H -1.1306 7.9072 -1.8134 0.0 0.0 0.0 0.13
H -1.8387 6.6071 -2.7868 0.0 0.0 0.0 0.10
H 0.9238 6.5840 -1.4504 0.0 0.0 0.0 0.13
H 0.5650 6.7855 -3.1643 0.0 0.0 0.0 0.14
H -0.3856 1.8556 -3.4397 -0.1 0.0 0.0 0.12
H 2.4810 4.9879 -0.5845 0.0 0.0 0.0 0.11
H 1.8483 3.6144 0.3304 0.0 0.0 0.1 0.08
H 1.0064 5.1918 0.3557 0.0 0.0 0.1 0.06
```
Forces are in eV/Å.